{
  "formula": "C7H31BO21",
  "method": "ωB97M-V/def2-TZVPD",
  "symbols": ["O", "O", "O", "O", "H", "H", "O", "H", "H", "C", "H", "O", "H", "H", "C", "O", "O", "C", "H", "O", "O", "C", "H", "H", "H", "O", "O", "H", "C", "H", "H", "H", "H", "H", "H", "H", "H", "O", "O", "O", "O", "H", "O", "H", "O", "H", "C", "H", "H", "O", "B", "O", "O", "H", "H", "H", "H", "H", "C", "H"],
  "positions_angstrom": [[20.896, 7.825, -8.288], [22.970, 16.914, -8.419], [18.522, 15.834, -6.711], [23.119, 7.269, -10.497], [22.595, 16.050, -8.594], [20.480, 9.080, -4.106], [19.080, 16.753, -9.521], [20.407, 10.004, -5.303], [20.940, 10.304, -11.180], [19.070, 9.375, -8.515], [19.458, 15.874, -6.515], [21.224, 10.167, -8.308], [22.541, 14.082, -5.232], [18.305, 8.727, -11.888], [20.680, 13.593, -8.597], [22.628, 7.356, -6.034], [18.011, 13.530, -10.525], [19.252, 8.536, -12.392], [22.451, 7.296, -6.973], [22.963, 14.476, -4.468], [19.998, 9.228, -4.919], [20.712, 13.276, -7.104], [22.791, 10.923, -6.326], [23.730, 16.968, -8.997], [17.487, 12.769, -10.778], [18.963, 10.762, -8.501], [16.364, 12.381, -7.993], [22.990, 8.216, -10.447], [19.936, 9.802, -12.980], [19.534, 6.330, -8.555], [15.669, 6.862, -9.542], [16.695, 7.954, -9.323], [19.089, 7.708, -13.083], [19.386, 11.100, -11.320], [18.199, 15.099, -6.189], [22.284, 6.898, -10.212], [15.648, 12.264, -8.617], [22.864, 10.641, -5.414], [20.481, 11.979, -6.895], [19.156, 10.395, -13.961], [18.189, 8.536, -8.727], [23.513, 9.937, -5.432], [20.702, 14.680, -9.161], [18.301, 16.222, -9.358], [19.162, 5.549, -8.965], [19.808, 16.216, -9.206], [20.275, 10.810, -11.880], [22.553, 15.336, -4.384], [20.903, 9.522, -13.397], [15.791, 7.810, -9.603], [20.317, 11.345, -8.223], [20.529, 12.482, -9.168], [20.939, 14.121, -6.249], [18.886, 13.176, -10.368], [20.820, 11.669, -12.269], [16.627, 11.491, -7.759], [18.215, 5.667, -8.890], [22.055, 6.698, -5.639], [20.500, 9.000, -8.296], [19.872, 8.192, -11.565]],
  "multiplicity": 1,
  "mol_weight_g_mol": 462.12,
  "e_homo_ev": -0.513,
  "charge": -2,
  "e_tot_ev": -51442.4116
}